1.
Entry from OMol25: 2 unconnected molecules or ions with the total composition C4H12FN2P (ωB97M-V/def2-TZVPD).

Summary:
- F_max: 3.27 eV/Å
- HOMO level (alpha / beta): -10.054 / -9.177 eV

The geometry in XYZ format:
```
20
Properties=species:S:1:pos:R:3:forces:R:3:mulliken_charge:R:1
C -2.087546 1.568984 0.612097 -2.9 0.8 0.6 -1.35
C -0.767559 1.508281 -0.082175 0.5 -0.2 -1.5 -0.31
C 0.125625 0.388310 0.450566 1.2 1.4 2.1 0.02
C 1.603278 0.579381 0.033980 -1.3 -2.8 -1.2 -0.78
N 0.086626 -4.040460 -1.001234 1.5 0.1 1.2 -0.51
N 2.524319 -0.471386 0.386885 0.2 0.2 -0.7 -0.55
F 1.656252 -2.518721 -2.504771 -0.2 -0.4 2.4 -0.35
P 1.192970 -2.950543 -0.909792 1.4 -0.4 -1.8 0.52
H -2.844315 2.325539 0.283092 0.8 -0.5 -1.0 0.37
H -2.675480 0.654564 0.673122 0.3 -0.4 -0.2 0.34
H -2.108078 1.965928 1.636274 1.1 -0.5 0.2 0.35
H -0.760488 1.409970 -1.208893 -0.7 0.2 1.1 0.33
H -0.352772 2.492295 0.124539 0.8 0.0 -0.1 0.21
H 0.022972 0.585746 1.612095 0.4 -1.5 -1.9 0.23
H -0.019021 -0.619579 0.041089 -1.2 0.2 0.8 -0.04
H 1.947189 1.484763 0.361186 1.2 2.6 0.8 0.53
H 1.652862 0.512840 -1.049814 -0.2 0.8 -0.4 0.34
H -0.825588 -3.919119 -1.344828 -1.2 0.2 -0.7 0.26
H 2.244263 -0.851581 1.261679 -0.4 -0.5 1.3 0.28
H 2.399063 -3.643977 -0.296335 -1.3 0.7 -1.1 0.12
```
Positions in Å, forces in eV/Å.

2.
Entry from OMol25: 3 unconnected molecules or ions with the total composition C3H14N2O (ωB97M-V/def2-TZVPD).

Summary:
- ⟨S²⟩: 0.7538
- Charge: +1
- Multiplicity: 2
- F_max: 7.02 eV/Å
- HOMO level (alpha / beta): -8.790 / -14.064 eV

The geometry in XYZ format:
```
20
Properties=species:S:1:pos:R:3:forces:R:3:mulliken_spin:R:1
C 1.003206 -0.850725 -0.192017 5.4 -0.3 4.5 0.01
C 0.928802 0.570835 0.367814 1.6 2.0 -1.1 -0.04
C -0.105423 1.175809 -0.401256 -2.8 -0.3 -1.5 0.84
N 0.033522 3.224431 -0.128604 1.4 2.1 -3.6 0.20
N 0.117523 -1.677365 0.706027 -0.4 -1.5 -1.5 0.01
H 2.130054 -0.964734 -0.012121 -1.3 -1.4 0.3 0.00
H 0.964221 -1.201656 -1.176510 -1.2 0.5 -1.6 0.03
H 1.751134 1.240272 -0.064699 0.2 -1.6 1.4 0.01
H 0.879207 0.676147 1.541186 0.1 -0.6 -2.3 0.04
H 0.052921 1.398028 -1.476946 -0.2 -0.6 1.0 -0.03
H -1.086992 0.918163 -0.092723 -1.3 0.2 -0.2 0.00
H 0.663414 3.898590 -0.648090 -1.2 -0.8 0.2 0.00
H -0.867532 3.600151 -0.048405 -2.0 0.7 -1.0 -0.04
H 0.281980 3.406862 0.750579 2.0 0.3 4.9 -0.04
H -0.637231 -1.017213 0.777761 -1.1 0.2 0.7 0.01
H 0.323773 -2.085095 1.639122 0.7 0.8 -0.8 -0.01
H -0.348802 -2.450191 0.120068 0.5 0.9 1.2 -0.01
H -2.642095 -3.332675 -0.095219 2.4 1.6 -0.2 0.00
H -1.704465 -3.566043 -1.106944 1.1 -3.4 -4.6 0.00
O -1.737225 -2.963594 -0.459018 -4.0 1.2 4.2 0.01
```
Positions in Å, forces in eV/Å.

3.
Entry from OMol25: C15H21NO3 in the gas phase (ωB97M-V/def2-TZVPD).

Summary:
- F_max: 3.66 eV/Å
- SMILES: CC(C)=CC=C=C(CO)[C@H]1CC=C(C(=O)NO)CC1
- HOMO level: -8.289 eV

The geometry in XYZ format:
```
40
Properties=species:S:1:pos:R:3:forces:R:3:mulliken_charge:R:1
O -5.173317 1.575833 0.172653 -0.1 0.2 -0.7 -0.67
C 1.688178 -0.030220 -0.891320 -0.8 0.0 -0.7 0.00
O -5.814318 3.032882 2.422965 2.3 0.6 0.2 -0.41
O 2.493884 2.753982 -2.219221 -0.6 0.0 -0.9 -0.52
C -4.207755 2.025246 0.772569 -3.1 -0.5 1.9 0.07
C 1.924842 -1.309115 -1.116227 -0.4 1.2 0.7 -0.77
C 1.318211 1.225584 -0.726057 1.6 -0.7 0.1 -0.42
C 2.026842 -2.223290 -0.007378 1.3 -2.7 1.1 0.03
C 2.495426 -3.522601 -0.064758 -0.6 2.2 -0.5 0.87
C -2.833360 1.602377 0.476861 0.9 -0.1 -2.5 0.94
C -2.578656 1.327654 -0.864599 1.0 0.5 2.1 -0.63
N -4.491977 2.770196 1.921074 1.2 -0.5 -0.9 -0.15
C 2.574248 -4.327322 1.169920 0.0 -0.6 0.0 -1.26
C 2.902899 -4.260002 -1.330515 -0.5 1.6 -0.3 -1.29
C 2.467185 2.229153 -0.912588 0.2 -0.7 0.5 -0.71
C -1.774548 1.538875 1.584599 -0.2 0.6 -1.1 -0.92
C -1.137434 1.053176 -1.336999 -0.8 -0.3 0.8 -0.87
C -0.461084 0.946734 1.043578 0.3 1.0 0.5 -1.05
C -0.088989 1.575137 -0.313914 -0.9 -0.1 -0.5 0.52
H -6.450001 2.469258 1.978141 0.4 -0.7 -0.8 0.35
H 2.054063 2.117142 -2.811353 0.4 0.3 0.4 0.35
H 1.988984 -1.666670 -2.122875 -0.1 -0.2 -0.5 0.27
H 1.765968 -1.858849 1.015134 0.2 -0.1 -1.0 0.19
H -3.336534 1.313975 -1.660980 0.0 0.2 0.8 0.37
H -3.667467 3.062315 2.457820 -1.5 0.2 0.4 0.23
H 2.240841 -3.800945 2.055361 0.2 0.2 0.2 0.34
H 1.899488 -5.179417 1.056700 0.2 -0.3 0.1 0.31
H 3.605513 -4.686531 1.282755 -0.3 -0.1 0.2 0.32
H 3.884295 -4.706974 -1.317899 0.3 -0.3 0.5 0.37
H 2.918623 -3.587064 -2.197713 0.0 -0.1 0.2 0.28
H 2.149794 -4.994083 -1.554564 -0.2 -0.7 0.0 0.32
H 3.444077 1.713310 -0.722852 -0.8 0.3 0.1 0.29
H 2.366756 3.076642 -0.242717 0.0 0.1 0.2 0.35
H -1.596073 2.593767 1.903952 0.1 -0.6 0.0 0.43
H -2.148187 0.999502 2.463433 0.0 0.0 -0.3 0.48
H -0.968462 1.492202 -2.318934 -0.1 0.1 -0.1 0.45
H -1.064704 -0.048100 -1.454789 0.3 0.4 0.0 0.32
H -0.500151 -0.122781 0.866355 -0.2 -0.3 0.3 0.38
H 0.306309 1.163512 1.802822 0.0 -0.3 -0.3 0.31
H -0.223410 2.665511 -0.258440 0.2 -0.1 0.0 0.53
```
Positions in Å, forces in eV/Å.

4.
Entry from OMol25: 3 unconnected molecules or ions with the total composition C12H26BNO5 (ωB97M-V/def2-TZVPD).

Summary:
- F_max: 1.64 eV/Å
- SMILES: CB(O)[C@@H]1OC(=O)C[C@@H]1N=C(C)C.CCO.CCO
- HOMO level: -7.947 eV

The geometry in XYZ format:
```
45
Properties=species:S:1:pos:R:3:forces:R:3:mulliken_charge:R:1
C 1.570021 -1.165189 -0.460411 -0.2 0.2 0.1 -0.80
B 0.014349 -0.994006 -0.306088 0.0 -0.3 0.1 0.53
O -0.792075 -2.084054 -0.191730 -0.3 0.3 -0.4 -0.52
C -0.606948 0.482196 -0.269577 -0.2 0.3 0.0 -0.10
O -1.082406 0.909257 1.043277 0.6 0.0 0.0 -0.36
C -1.423613 2.209601 0.822210 -0.6 -0.3 0.0 0.52
O -1.189761 3.098354 1.580899 -0.3 0.0 0.2 -0.59
C -2.053438 2.294816 -0.559307 0.9 0.4 -0.8 -0.84
C -1.766938 0.925664 -1.212050 -0.3 -0.4 -0.3 0.11
N -2.785826 -0.084254 -1.156563 0.7 -0.4 1.4 -0.31
C -3.938850 -0.109782 -0.640505 -0.3 0.4 -0.5 0.79
C -5.057141 0.888641 -0.928527 0.3 0.0 0.1 -1.24
C -4.279696 -1.268527 0.257246 -0.3 -0.7 -0.7 -1.27
H 1.950617 -1.707292 0.411976 0.0 0.0 0.0 0.28
H 1.854394 -1.735320 -1.347652 0.1 0.1 0.0 0.34
H 2.055620 -0.191492 -0.497375 0.2 -0.1 -0.1 0.01
H -0.382261 -2.872465 -0.558057 0.2 -0.2 0.4 0.27
H 0.208061 1.179302 -0.517822 0.1 -0.2 0.0 0.05
H -1.469265 3.048266 -1.096715 -0.1 0.1 0.0 0.29
H -3.068273 2.665237 -0.549490 -0.1 -0.1 0.2 0.27
H -1.329465 0.987223 -2.211471 -0.3 0.2 -0.1 0.55
H -5.992329 0.580193 -0.468829 0.0 0.1 0.1 0.38
H -5.189736 0.892281 -2.010804 -0.1 0.0 0.0 0.29
H -4.816813 1.909819 -0.646677 -0.1 0.1 0.1 0.30
H -5.342640 -1.506633 0.295550 -0.1 0.1 0.1 0.48
H -3.749378 -2.153621 -0.091298 0.2 0.0 0.1 0.27
H -3.913125 -1.036383 1.258753 0.0 0.1 0.0 0.22
C 3.914417 2.320191 -2.917755 -0.1 0.0 0.0 -0.98
C 4.196129 0.893355 -2.487160 0.0 0.0 -0.2 -0.22
O 3.222486 -0.020170 -2.982871 0.0 0.0 0.0 -0.46
H 2.925806 2.630600 -2.577201 0.0 0.0 0.0 0.23
H 4.656481 3.006869 -2.508631 0.0 0.0 0.0 0.33
H 3.932556 2.406460 -4.006876 0.1 0.0 0.0 0.31
H 4.161798 0.805421 -1.401735 0.0 0.0 0.0 0.27
H 5.193241 0.586408 -2.820334 0.0 0.0 0.1 0.30
H 3.238483 0.019605 -3.944430 0.0 0.0 0.0 0.27
C 2.213206 -1.410456 4.616351 0.1 0.0 -0.1 -1.13
C 1.392737 -2.156753 3.582355 0.1 -0.1 0.1 0.09
O 2.212621 -2.867586 2.657034 0.0 0.0 -0.1 -0.51
H 2.891083 -0.709823 4.128019 0.0 0.0 0.0 0.29
H 1.569158 -0.855597 5.299473 0.0 0.0 0.0 0.32
H 2.819024 -2.104636 5.204250 0.0 0.0 0.0 0.34
H 0.801281 -1.461481 2.987170 0.0 0.0 0.0 0.07
H 0.705537 -2.852798 4.074802 -0.1 0.1 0.0 0.28
H 2.739864 -3.504230 3.149354 0.0 0.0 0.0 0.28
```
Positions in Å, forces in eV/Å.

5.
Entry from OMol25: a molecular structure, C18H12CrN5Se4 (ωB97M-V/def2-TZVPD).

Summary:
- ⟨S²⟩: 3.8748
- Multiplicity: 4
- F_max: 1.05 eV/Å
- HOMO level (alpha / beta): -6.886 / -6.991 eV

The geometry in XYZ format:
```
40
Properties=species:S:1:pos:R:3:forces:R:3:mulliken_spin:R:1
Cr -1.339568 0.000007 -0.000003 -0.7 0.0 0.0 3.17
C -2.652944 0.069607 -4.046769 0.2 0.0 -0.1 -0.02
C -1.517664 -0.012746 -4.852042 -0.1 0.0 0.1 0.01
C -0.293796 -0.018780 -4.236153 0.1 0.0 0.1 -0.01
C -0.194062 0.028932 -2.833571 -0.6 0.0 -0.1 0.01
N -1.299929 0.078072 -2.052123 0.5 0.1 -0.9 -0.08
C -2.489741 0.116262 -2.687296 -0.4 0.0 0.1 0.02
N 1.086451 0.020890 -2.354033 0.6 0.0 0.2 -0.02
C 1.422001 0.012238 -1.119498 -0.4 0.0 -0.5 0.07
N 0.603732 0.000005 -0.000018 0.3 0.0 0.0 0.06
C 1.422011 -0.012232 1.119519 -0.4 0.0 0.4 0.06
N 1.086446 -0.020958 2.354021 0.6 0.0 -0.1 -0.02
C -0.194070 -0.028982 2.833574 -0.6 0.0 0.1 0.01
C -0.293800 0.018793 4.236152 0.1 0.0 -0.1 -0.01
C -1.517670 0.012760 4.852039 -0.1 0.0 -0.1 0.01
C -2.652948 -0.069588 4.046768 0.2 0.0 0.1 -0.02
C -2.489742 -0.116241 2.687293 -0.4 0.0 -0.1 0.02
N -1.299930 -0.078054 2.052122 0.5 -0.1 0.9 -0.08
C 2.826824 -0.004572 0.695514 0.3 0.0 -0.5 0.00
C 4.008186 -0.002343 1.413165 -0.1 0.0 0.2 0.00
C 5.196741 0.000002 0.697326 0.0 0.0 0.0 0.00
C 5.196761 0.000010 -0.697329 0.0 0.0 0.0 0.00
C 4.008209 0.002352 -1.413144 -0.1 0.0 -0.2 0.00
C 2.826822 0.004581 -0.695560 0.3 0.0 0.5 0.00
H -3.650464 0.097174 -4.458957 0.0 0.0 0.0 0.00
H -1.601971 -0.062832 -5.929426 0.0 0.0 0.0 0.00
H 0.636044 -0.070424 -4.782131 0.0 0.0 0.0 0.00
H -3.371786 0.178252 -2.068859 0.1 0.0 0.1 0.00
H 0.636042 0.070434 4.782128 0.0 0.0 0.0 0.00
H -1.601971 0.062770 5.929427 0.0 0.0 0.0 0.00
H -3.650467 -0.097150 4.458956 0.0 0.0 0.0 0.00
H -3.371788 -0.178229 2.068856 0.1 0.0 -0.1 0.00
H 4.000177 0.000133 2.494946 0.0 0.0 0.0 0.00
H 6.141539 0.000311 1.224749 0.0 0.0 0.0 0.00
H 6.141573 -0.000365 -1.224721 0.0 0.0 0.0 0.00
H 4.000218 -0.000121 -2.494931 0.0 0.0 0.0 0.00
Se -2.848917 -1.944149 -0.082227 -0.1 -0.1 0.3 -0.12
Se -5.028816 -1.129320 -0.381909 0.0 0.4 -0.3 0.03
Se -5.028812 1.129334 0.381934 0.0 -0.4 0.3 0.03
Se -2.848917 1.944163 0.082230 -0.1 0.1 -0.3 -0.12
```
Positions in Å, forces in eV/Å.

6.
Entry from OMol25: a molecular structure, C31H33AsIN2O8S2W (ωB97M-V/def2-TZVPD).

Summary:
- Charge: -1
- F_max: 1.75 eV/Å
- HOMO level: -4.027 eV

The geometry in XYZ format:
```
79
Properties=species:S:1:pos:R:3:forces:R:3:mulliken_charge:R:1
W -0.902749 1.040196 -0.019544 0.3 1.7 -0.3 -0.52
O -2.626413 1.928448 6.024941 0.0 0.0 0.0 -0.57
C -2.295888 1.734722 4.723042 0.0 0.0 0.0 1.05
C -3.117929 1.043233 3.842575 0.0 0.0 0.0 -0.74
C -2.687353 0.897471 2.543000 0.0 0.0 0.0 0.08
N -1.541660 1.396170 2.110193 0.0 -0.2 0.1 0.55
C -0.754122 2.063211 2.949718 0.0 0.0 0.0 0.34
C -1.090421 2.256183 4.269496 0.0 0.0 0.0 -0.88
C 0.494801 2.605220 2.304706 0.0 0.0 0.0 0.07
O 1.340795 3.167843 2.984172 0.0 0.0 0.0 -0.82
O 0.509827 2.405044 1.043213 0.0 -0.1 0.1 -0.42
C -3.459075 0.219290 1.454820 -0.1 -0.1 0.0 0.14
O -4.559713 -0.257368 1.643881 0.0 0.0 0.0 -0.78
O -2.813079 0.259547 0.338012 0.3 -0.4 0.0 -0.44
H -3.490025 1.535993 6.192323 0.0 0.0 0.0 0.30
H -4.073592 0.621563 4.128562 0.0 0.0 0.0 0.44
H -0.422080 2.810705 4.912161 0.0 0.0 0.0 0.60
C 3.503892 -0.245362 0.668463 0.0 -0.1 0.1 -1.55
C 2.946551 -1.391364 -0.128679 0.1 0.0 0.0 0.93
C 3.666923 -2.616615 -0.175673 0.0 0.0 0.0 -0.84
C 3.163110 -3.647210 -0.900624 0.0 0.0 0.0 -1.08
C 1.923796 -3.501014 -1.572460 0.0 0.0 0.0 1.22
C 1.377621 -4.539025 -2.355941 0.0 0.0 0.0 -0.93
C 0.177353 -4.335887 -2.977725 0.0 0.0 0.0 -0.83
C -0.522647 -3.132541 -2.801205 -0.1 0.0 0.0 -0.81
C -0.044398 -2.092441 -2.024699 -0.1 -0.1 0.1 0.90
S -1.114711 -0.699676 -1.916182 0.2 0.0 0.1 -0.16
C 1.248320 -2.263032 -1.431041 0.0 0.1 0.0 -1.32
N 1.802978 -1.230052 -0.740291 0.0 0.1 -0.1 0.43
H 4.389870 0.173432 0.183610 0.0 0.0 0.0 0.51
H 3.815577 -0.596592 1.654680 0.0 0.0 0.0 0.44
H 2.753982 0.532328 0.787679 0.0 0.0 0.0 -0.16
H 4.596902 -2.711304 0.371769 0.0 0.0 0.0 0.51
H 3.684290 -4.596443 -0.966624 0.0 0.0 0.0 0.36
H 1.918013 -5.473750 -2.450840 0.0 0.0 0.0 0.38
H -0.260498 -5.113247 -3.592660 0.0 0.0 0.0 0.36
H -1.495113 -3.016074 -3.263871 0.0 0.0 0.0 0.52
C -4.022430 3.358415 -2.212228 0.0 0.1 -0.2 -1.45
As -2.761281 1.888141 -1.920941 -0.1 0.1 0.6 1.49
C -2.087461 1.879998 -3.752506 0.1 0.0 -0.1 -1.51
C -4.165429 0.532973 -1.998399 0.0 -0.1 -0.1 -1.31
S -2.036803 3.247272 0.017528 0.0 -0.2 -0.2 -0.63
H -4.623545 3.153817 -3.102764 0.0 0.0 0.0 0.44
H -3.467778 4.287072 -2.326507 0.0 0.0 0.0 0.40
H -4.655224 3.429974 -1.331435 0.0 0.0 0.0 0.40
H -2.969592 1.861119 -4.393492 0.0 0.0 0.0 0.58
H -1.474957 1.002729 -3.930915 0.0 0.0 0.0 0.36
H -1.527251 2.791816 -3.950244 0.0 0.0 0.0 0.38
H -4.721948 0.709899 -2.920653 0.0 0.0 0.0 0.54
H -4.812593 0.670143 -1.135425 0.0 0.0 0.0 0.33
H -3.746687 -0.466168 -1.976789 0.0 0.0 0.0 0.36
C 1.444387 1.715629 -3.309583 0.0 0.0 0.0 -1.15
C 1.287261 2.394796 -1.955717 0.0 0.0 0.1 1.61
C 0.754407 3.814099 -2.065361 0.0 0.0 0.0 -1.62
C 2.625830 2.385434 -1.230313 0.0 0.0 0.0 -1.49
O 0.353144 1.628904 -1.194974 0.1 -0.2 -0.2 2.01
H 2.198368 2.246106 -3.896240 0.0 0.0 0.0 0.43
H 0.511046 1.708748 -3.865637 0.0 0.0 0.0 0.15
H 1.764478 0.683018 -3.163598 0.0 0.0 0.0 0.09
H 1.464922 4.417955 -2.634442 0.0 0.0 0.0 0.46
H 0.620591 4.239630 -1.071717 0.0 0.0 0.0 0.24
H -0.210537 3.840889 -2.570306 0.0 0.0 0.0 0.18
H 3.325147 3.025856 -1.773273 0.0 0.0 0.0 0.55
H 3.023079 1.372468 -1.215139 0.0 0.0 0.0 0.15
H 2.513499 2.748483 -0.210915 0.0 0.0 0.0 0.21
I 3.686218 -5.335414 4.634402 0.0 0.0 0.0 0.04
C 2.441998 -4.006459 3.601237 0.0 0.0 0.0 -0.08
C 1.522715 -4.506777 2.690920 0.0 0.0 0.0 -0.63
C 0.706374 -3.621217 2.004707 0.0 0.0 0.0 -0.70
C 0.822951 -2.253778 2.216634 0.0 0.0 -0.1 0.07
C 1.747063 -1.767992 3.131406 0.0 0.0 0.0 -0.11
C 2.559002 -2.645394 3.837211 0.0 0.0 0.0 -0.60
C -0.027707 -1.327653 1.399042 0.1 0.0 -0.2 0.63
O -1.000555 -1.729651 0.782443 -0.1 -0.6 0.6 -0.61
O 0.358625 -0.093475 1.352047 -0.6 -0.1 -0.6 -0.39
H 1.447033 -5.571288 2.515537 0.0 0.0 0.0 0.40
H -0.019084 -3.970854 1.281037 0.0 0.0 0.0 0.54
H 1.830997 -0.698655 3.279146 0.0 0.0 0.0 0.58
H 3.278616 -2.272215 4.553242 0.0 0.0 0.0 0.41
```
Positions in Å, forces in eV/Å.

7.
Entry from OMol25: C5H11NO2 in the gas phase (ωB97M-V/def2-TZVPD).

Summary:
- F_max: 3.70 eV/Å
- SMILES: CNC(=O)CCOC
- HOMO level: -9.119 eV

The geometry in XYZ format:
```
19
Properties=species:S:1:pos:R:3:forces:R:3:mulliken_charge:R:1
O 0.419953 -2.397267 -0.151256 1.3 1.3 0.9 -0.67
O -0.996531 0.760028 0.164092 0.4 -0.2 -0.4 -0.28
C 0.976596 -1.288707 0.002255 -1.8 -2.0 -0.5 0.50
N 1.573796 -0.733020 -1.080408 0.0 -1.5 -0.1 -0.19
C -2.433022 0.712255 0.072353 1.3 1.2 -1.4 -0.76
C 1.508104 0.601583 -1.544780 2.0 3.0 0.7 -0.80
C -0.546513 0.005910 1.287524 -3.3 -0.7 1.1 -0.44
C 0.836030 -0.502185 1.287355 0.7 0.5 -3.2 -0.71
H 1.594200 -1.457773 -1.784165 -0.1 0.2 -0.3 0.27
H -2.780806 1.496027 0.727250 -0.9 -0.5 0.8 0.29
H -2.774439 -0.306325 0.125405 -0.5 -0.3 0.8 0.38
H -2.752865 1.047056 -0.929446 0.6 0.0 0.1 0.24
H 2.410429 1.176679 -1.133476 -0.9 -0.5 -0.6 0.27
H 0.657126 1.250119 -1.222814 0.3 -1.2 -0.5 0.22
H 1.667485 0.617444 -2.629395 -0.4 0.0 0.3 0.35
H -1.312094 -0.837005 1.296662 1.3 0.5 0.8 0.37
H -0.619088 0.597433 2.204861 -0.6 0.2 0.1 0.27
H 1.482127 0.350447 1.183482 0.6 0.5 0.4 0.30
H 1.089517 -1.092702 2.124507 0.0 -0.6 0.9 0.38
```
Positions in Å, forces in eV/Å.